Entry 1:
2 unconnected molecules or ions with the total composition C3H7NO2. Source: OMol25; level of theory: wB97M-V/def2-TZVPD.

- ΔE to the lowest compared entry with this formula, charge and spin (eV) = 3.436
- orbital gap (eV) = 9.95
- highest occupied orbital energy (eV) = -9.17
- structure (SMILES) = C=CO.NC=O

XYZ file:
```
13
Properties=species:S:1:pos:R:3:lowdin_charge:R:1
C 2.6510 0.0394 0.8025 0.022
C 1.7602 -0.6844 0.1416 -0.274
O 0.6482 -0.1310 -0.4467 -0.144
H 3.5413 -0.4214 1.1949 0.051
H 2.5414 1.1096 0.9021 0.062
H 1.9001 -1.7409 -0.0619 0.108
H -0.3077 -0.6327 -0.2345 0.147
N -2.4751 0.5310 -0.9864 0.122
C -1.8504 0.2888 0.1926 -0.474
O -2.4024 -0.1269 1.1882 0.008
H -3.4410 0.2603 -1.0956 0.106
H -1.9767 0.8887 -1.7819 0.096
H -0.5890 0.6195 0.1852 0.172
```

=====

Entry 2:
A molecular structure, C8H9CuN3S2. Source: OMol25; level of theory: wB97M-V/def2-TZVPD.

- orbital gap (spin up / spin down) (eV) = 6.83 / 5.84
- highest occupied orbital energy (spin up / spin down) (eV) = -16.04 / -16.40
- total charge = +2
- 2S+1 = 2

XYZ file:
```
23
Properties=species:S:1:pos:R:3:lowdin_spin:R:1
N 1.9503 -1.1354 1.1750 0.010
C 2.7530 -0.3759 0.1413 -0.005
C 1.8542 0.6525 -0.7942 -0.012
C 0.2626 0.6994 -0.4039 -0.079
C -0.3647 2.1623 0.1043 0.138
C -1.9549 2.3583 0.5214 0.326
C -2.9893 1.0848 0.4693 -0.010
N -4.4699 1.0095 0.8164 0.128
S -4.8542 -0.6968 0.5458 -0.061
N -3.3885 -1.4890 -0.0449 0.129
C -2.3845 -0.3568 -0.0285 -0.025
C -0.8024 -0.5456 -0.4788 0.399
S -0.2700 -2.2385 -1.0784 0.037
H 1.9209 -2.1437 0.8541 0.000
H 2.3865 -1.1220 2.1234 0.000
H 3.5574 0.2667 0.7272 0.000
H 3.2977 -1.1301 -0.5737 0.000
H 2.0633 0.4814 -1.9546 -0.003
H 2.2918 1.7402 -0.5706 0.000
H 0.3163 3.1248 0.1790 0.004
H -2.3672 3.4065 0.8478 0.009
H -0.6542 -2.4332 -2.4146 0.016
Cu 1.8458 -3.3195 -0.1629 0.000
```

=====

Entry 3:
A molecular structure, C30H82BCuN2O10. Source: OMol25; level of theory: wB97M-V/def2-TZVPD.

- orbital gap (eV) = 6.28
- highest occupied orbital energy (eV) = -8.04

XYZ file:
```
126
Properties=species:S:1:pos:R:3:lowdin_charge:R:1
Cu 0.2488 1.8356 -3.6750 0.732
B 1.1915 -0.7366 -0.8656 -0.441
H 1.0273 -1.2482 -1.8012 -0.126
H 0.3488 -0.1063 -0.6270 -0.122
H 1.3122 -1.5281 -0.1423 -0.104
H 2.0554 -0.0967 -0.9583 -0.121
C -4.4126 2.0479 4.8914 -0.122
O -5.6789 2.3760 5.4193 -0.209
C -6.6759 1.3474 5.1208 -0.195
C -7.9675 1.6887 5.8373 -0.194
N -7.7432 1.4943 7.3034 -0.070
C -8.7831 2.1376 8.0936 -0.217
C -8.5007 2.0083 9.6045 -0.213
O -7.1768 2.4497 9.8510 -0.202
C -6.6187 2.0298 11.0848 -0.103
H -4.4899 2.1601 3.8099 0.082
H -4.1803 1.0089 5.1251 0.082
H -3.5805 2.6499 5.2564 0.086
H -6.3574 0.3459 5.4102 0.124
H -6.8319 1.4933 4.0519 0.118
H -8.7744 1.0327 5.5105 0.116
H -8.2706 2.7259 5.6937 0.112
H -6.8357 1.8332 7.5893 0.095
H -9.6664 1.5971 7.7534 0.116
H -8.9061 3.1902 7.8387 0.109
H -8.5559 0.9332 9.7753 0.111
H -9.1715 2.4997 10.3092 0.120
H -7.0201 1.0934 11.4721 0.086
H -6.7171 2.8307 11.8176 0.080
H -5.5407 1.9465 10.9464 0.085
C -3.1104 3.3818 -3.5751 -0.117
O -1.7949 3.8504 -3.6629 -0.205
C -1.6879 5.0349 -4.4589 -0.199
C -0.3099 5.6837 -4.3032 -0.185
N 0.7633 4.8009 -4.8197 -0.059
C 0.8574 4.6816 -6.2902 -0.173
C 1.7951 3.4872 -6.6939 -0.229
O 1.2356 2.3439 -6.1662 -0.211
C 2.1328 1.2336 -6.2832 -0.078
H -3.6107 3.1791 -4.5220 0.094
H -3.7215 4.0840 -3.0080 0.091
H -3.1973 2.4542 -3.0094 0.094
H -2.4150 5.7501 -4.0743 0.126
H -1.8494 4.7931 -5.5094 0.117
H -0.1419 5.8756 -3.2434 0.125
H -0.2199 6.6446 -4.8099 0.120
H 1.5464 5.3236 -4.4543 0.109
H 1.2828 5.5761 -6.7452 0.114
H -0.0967 4.6223 -6.8139 0.113
H 2.7881 3.7021 -6.2992 0.127
H 1.7347 3.4320 -7.7808 0.130
H 1.8800 0.4361 -5.5845 0.087
H 3.1163 1.4750 -5.8801 0.095
H 2.2148 0.8081 -7.2834 0.099
C 3.5727 -3.5746 4.7231 -0.080
C 2.4167 -4.4843 4.8450 -0.529
C 2.3220 -5.2097 6.1629 -0.055
O 1.2761 -3.6583 4.6832 -0.048
H 3.4890 -3.2000 3.7029 0.083
H 4.5593 -4.0079 4.8877 0.085
H 3.4855 -2.7564 5.4380 0.089
H 2.5055 -5.1142 3.9599 0.135
H 2.9643 -6.0833 6.2739 0.077
H 1.2821 -5.4889 6.3327 0.077
H 2.5784 -4.7081 7.0961 0.078
H 1.3573 -3.2937 3.7989 0.086
C 6.0436 -5.3749 -3.7398 -0.060
C 4.8962 -4.8169 -2.8901 -0.513
C 4.7645 -5.5749 -1.5499 -0.053
O 5.2481 -3.5046 -2.6486 -0.052
H 6.3671 -4.7197 -4.5486 0.072
H 5.7728 -6.2725 -4.2956 0.074
H 6.9031 -5.5333 -3.0884 0.081
H 3.9481 -4.8294 -3.4276 0.131
H 5.3936 -5.1326 -0.7775 0.079
H 4.9550 -6.6449 -1.6339 0.073
H 3.7576 -5.4462 -1.1529 0.070
H 4.5233 -3.0727 -2.1907 0.098
C 3.2494 2.9200 3.6876 -0.084
C 3.2789 4.1219 2.8439 -0.535
C 4.1225 5.2403 3.4220 -0.049
O 3.8355 3.6335 1.6368 -0.059
H 2.6153 2.1016 3.3468 0.090
H 2.8640 3.2324 4.6582 0.081
H 4.2578 2.5573 3.8871 0.094
H 2.2813 4.5113 2.6405 0.133
H 5.1532 4.8965 3.5090 0.087
H 3.7076 5.5490 4.3815 0.080
H 4.0297 6.1053 2.7653 0.077
H 3.4590 2.7759 1.4262 0.083
C -4.0635 -3.6460 -0.2438 -0.037
C -3.1297 -4.7047 -0.9506 -0.510
C -3.8388 -5.9058 -1.5696 -0.067
O -2.4516 -4.1048 -1.9963 -0.052
H -4.6700 -4.1529 0.5068 0.068
H -4.6782 -3.1756 -1.0113 0.074
H -3.4483 -2.8869 0.2392 0.070
H -2.3943 -5.1435 -0.2761 0.130
H -4.4995 -6.3982 -0.8561 0.073
H -3.1038 -6.6225 -1.9358 0.077
H -4.5077 -5.6493 -2.3911 0.076
H -1.7865 -3.5208 -1.6244 0.096
C 9.0838 0.9370 -1.7381 -0.073
C 9.3104 -0.1924 -0.7245 -0.525
C 8.2334 -0.2112 0.3916 -0.045
O 9.3928 -1.4280 -1.3194 -0.028
H 9.7443 0.8972 -2.6042 0.074
H 9.2691 1.9396 -1.3526 0.072
H 8.0685 1.0124 -2.1274 0.073
H 10.3006 0.0662 -0.3492 0.132
H 8.0980 0.7893 0.8024 0.072
H 8.4954 -0.9272 1.1706 0.078
H 7.2408 -0.3728 -0.0288 0.077
H 8.5148 -1.5557 -1.6861 0.092
C -3.1157 -0.1315 -8.4525 -0.065
C -3.4595 -1.1156 -7.3754 -0.515
C -3.1277 -2.5731 -7.7261 -0.061
O -2.6851 -0.7878 -6.2574 -0.046
H -2.1005 -0.2799 -8.8205 0.080
H -3.1713 0.8989 -8.1014 0.077
H -3.7640 -0.2418 -9.3218 0.082
H -4.5330 -1.0711 -7.1918 0.130
H -3.2340 -3.3395 -6.9583 0.081
H -2.0828 -2.6605 -8.0237 0.080
H -3.6397 -2.9508 -8.6112 0.080
H -2.4219 -1.6284 -5.8756 0.080
```

=====

Entry 4:
2 unconnected molecules or ions with the total composition C5H15OPSi. Source: OMol25; level of theory: wB97M-V/def2-TZVPD.

- ΔE to the lowest compared entry with this formula, charge and spin (eV) = 2.788
- orbital gap (eV) = 8.58
- highest occupied orbital energy (eV) = -7.86
- structure (SMILES) = C=[Si](C)C.CP(C)O

XYZ file:
```
23
Properties=species:S:1:pos:R:3:lowdin_charge:R:1
C 2.0029 1.0319 -0.0826 -0.236
Si 2.5805 -0.6458 0.0060 0.696
C 1.5603 -2.0991 -0.7737 -0.194
C 4.2458 -1.1742 0.7319 -0.248
H 1.2129 1.3671 -0.6952 -0.072
H 2.5092 1.8331 0.4907 -0.033
H 1.5709 -2.9155 -0.1148 -0.002
H 0.5953 -1.7842 -0.8827 -0.034
H 2.0461 -2.3814 -1.7288 0.038
H 4.0838 -1.0945 1.8959 0.058
H 4.5017 -2.2591 0.6686 0.027
H 5.1390 -0.6317 0.4295 0.011
C -1.8242 1.0146 1.0765 -0.285
P -2.7981 0.0008 -0.1304 0.720
C -3.2730 1.2319 -1.4323 -0.268
O -4.1375 -0.0849 0.7343 -0.375
H -0.7711 0.9203 1.0097 -0.029
H -2.0685 2.0753 1.0036 0.028
H -2.1883 0.5954 2.1109 0.073
H -3.8938 1.9756 -0.9233 0.042
H -2.4988 1.7461 -1.8533 0.001
H -3.7937 0.6417 -2.1179 0.003
H -4.8014 0.6364 0.5772 0.079
```

=====

Entry 5:
A molecular structure, C10H9FI2O. Source: OMol25; level of theory: wB97M-V/def2-TZVPD.

- ΔE to the lowest compared entry with this formula, charge and spin (eV) = 0.641
- orbital gap (eV) = 8.26
- highest occupied orbital energy (eV) = -8.46

XYZ file:
```
23
Properties=species:S:1:pos:R:3:lowdin_charge:R:1
C -1.6597 -1.9290 -0.7615 0.012
C -1.0008 -3.1242 -1.0966 0.021
C 0.9515 -2.1375 -0.1117 -0.054
C 0.3416 -0.8988 0.0594 -0.229
C -1.0153 -0.8158 -0.2248 -0.337
C 0.3569 -3.1843 -0.7327 -0.302
C -1.1051 1.5607 0.0452 -0.159
C 0.1435 1.6289 0.8554 -0.527
C 1.1690 0.5985 0.3939 -1.117
C 0.7179 3.0713 0.8445 -0.094
O -1.7555 0.2321 0.0324 -0.007
F 1.0650 -4.2842 -0.9622 0.079
I 2.7314 0.2640 1.8080 0.867
I 1.9050 0.9230 -1.6198 0.904
H -2.7631 -1.8068 -0.9353 0.140
H -1.6054 -3.9896 -1.2353 0.106
H 2.0005 -2.2178 -0.1060 0.092
H -1.8753 2.3225 0.4143 0.150
H -0.9829 2.1006 -0.9283 0.125
H -0.0919 1.4198 1.9600 0.159
H -0.1457 3.8540 0.9097 0.121
H 1.2699 3.1738 -0.1957 0.055
H 1.3485 3.2388 1.5870 -0.005
```

=====

Number 1: strongest force on any atom 4.44 eV/Å, molar mass 89.09 g mol⁻¹. Number 2: strongest force on any atom 7.05 eV/Å, molar mass 274.86 g mol⁻¹. Number 3: strongest force on any atom 4.73 eV/Å, molar mass 705.35 g mol⁻¹. Number 4: strongest force on any atom 3.78 eV/Å, molar mass 150.23 g mol⁻¹. Number 5: strongest force on any atom 6.55 eV/Å, molar mass 417.99 g mol⁻¹.